(1)
Formula: C33H25N7O6RuS
Source: the OMol25 dataset
Level of theory: wB97M-V/def2-TZVPD

Output
Relative energy (zero: lowest compared OMol25 entry of this formula, charge and spin) in kJ/mol: 98.8
Frontier orbital gap (alpha / beta) in eV: 6.440 / 6.450

The geometry in ORCA input format:
```
! RIJCOSX wB97M-V def2-TZVPD def2/J DEFGRID3
* xyz -1 2
Ru 0.569 -0.202 1.100
O 4.598 -0.365 2.033
C 3.513 -0.090 1.525
N 2.440 -0.877 1.394
C 2.503 -2.275 1.589
C 3.456 -2.971 2.315
C 3.386 -4.362 2.372
C 2.386 -5.047 1.704
C 1.430 -4.356 0.963
C 1.481 -2.970 0.915
N 0.592 -2.116 0.244
C -0.207 -2.506 -0.740
O -0.366 -3.625 -1.241
C -1.043 -1.356 -1.255
C -1.976 -1.583 -2.257
C -2.811 -0.552 -2.645
C -2.698 0.672 -2.001
C -1.737 0.826 -1.018
N -0.901 -0.160 -0.670
C 3.395 1.244 0.822
C 4.362 2.207 1.077
C 4.366 3.366 0.323
C 3.404 3.529 -0.663
C 2.458 2.526 -0.822
N 2.444 1.408 -0.095
H 4.235 -2.431 2.827
H 4.124 -4.905 2.950
H 2.342 -6.128 1.753
H 0.656 -4.873 0.419
H -2.028 -2.581 -2.670
H -3.556 -0.704 -3.415
H -3.349 1.502 -2.239
H -1.622 1.749 -0.465
H 5.096 1.997 1.841
H 5.107 4.137 0.494
H 3.384 4.415 -1.280
H 0.360 2.763 -0.473
C -1.166 2.839 -5.305
C -0.267 2.776 -4.097
C 0.111 3.948 -3.442
C 0.896 3.893 -2.307
C 1.288 2.654 -1.751
C 0.945 1.487 -2.470
C 0.165 1.545 -3.609
S 0.408 3.046 1.610
O -0.327 3.937 2.502
O -0.304 3.268 0.148
N -0.087 1.468 1.962
C -0.535 1.285 3.337
C -0.467 -0.183 3.720
O -1.024 -0.620 4.707
O 0.259 -0.937 2.927
H -1.078 3.793 -5.823
H -2.206 2.725 -4.987
H -0.947 2.030 -6.003
H -0.221 4.904 -3.825
H 1.135 4.802 -1.766
H 1.290 0.538 -2.085
H -0.104 0.634 -4.129
H -1.559 1.629 3.495
H 0.079 1.830 4.064
N -6.830 -1.522 -0.092
C -5.840 -1.767 0.438
C -4.600 -2.069 1.095
C -4.395 -3.299 1.717
C -3.176 -3.534 2.318
C -2.203 -2.541 2.276
N -2.394 -1.370 1.673
C -3.565 -1.135 1.105
H -5.180 -4.043 1.718
H -2.970 -4.472 2.813
H -1.230 -2.670 2.738
H -3.695 -0.174 0.619
*
```

***

(2)
Formula: C4H11N2O2
Source: the OMol25 dataset
Level of theory: wB97M-V/def2-TZVPD

Output
Relative energy (zero: lowest compared OMol25 entry of this formula, charge and spin) in kJ/mol: 265.8
Frontier orbital gap in eV: 5.920

The geometry in ORCA input format:
```
! RIJCOSX wB97M-V def2-TZVPD def2/J DEFGRID3
* xyz -1 1
C -0.862 -0.069 1.997
N -1.878 0.947 1.788
C -1.521 1.913 0.691
O -1.391 1.418 -0.531
H -0.489 -0.569 1.097
H -1.275 -0.878 2.614
H -0.030 0.354 2.569
H -2.719 0.472 1.486
H -0.583 2.390 1.102
H -2.303 2.710 0.800
C 1.937 -2.239 -1.435
N 1.900 -0.963 -1.860
C 0.876 -0.006 -1.414
O 1.146 -2.753 -0.673
H 2.778 -2.802 -1.880
H 2.654 -0.617 -2.421
H -0.029 -0.537 -1.151
H 0.577 0.658 -2.220
H 1.211 0.573 -0.559
*
```

***

(3)
Formula: C3H4AgNaO4
Source: the OMol25 dataset
Level of theory: wB97M-V/def2-TZVPD

Output
Relative energy (zero: lowest compared OMol25 entry of this formula, charge and spin) in kJ/mol: 52.5
Frontier orbital gap in eV: 6.621

The geometry in ORCA input format:
```
! RIJCOSX wB97M-V def2-TZVPD def2/J DEFGRID3
* xyz 1 2
H 0.846 3.300 -2.409
C 0.100 3.390 -1.615
C 0.072 4.090 -0.352
O 0.166 2.634 -0.475
H 0.978 4.547 0.055
H -0.881 4.438 0.051
O -0.234 -1.896 0.634
C -0.423 -3.115 0.613
O 0.390 -3.938 1.331
Na 0.067 0.519 0.313
H 1.191 -3.482 1.615
Ag -1.002 -6.738 0.319
O -1.271 -3.749 -0.080
*
```

***

(4)
Formula: C48H54N
Source: the OMol25 dataset
Level of theory: wB97M-V/def2-TZVPD

Output
Relative energy (zero: lowest compared OMol25 entry of this formula, charge and spin) in kJ/mol: 73.0
Frontier orbital gap in eV: 7.002

The geometry in ORCA input format:
```
! RIJCOSX wB97M-V def2-TZVPD def2/J DEFGRID3
* xyz 1 1
C -1.741 1.672 2.351
C -2.159 1.534 1.043
C -1.205 1.092 -0.012
C -1.295 -0.217 -0.829
C -0.187 0.002 -1.886
C 0.276 1.493 -1.761
N -0.914 2.100 -1.074
H -1.648 2.653 2.803
H -1.491 0.780 2.921
H -3.195 1.747 0.788
H -0.246 0.998 0.497
H -1.072 -0.985 -0.102
H -2.307 -0.246 -1.222
H -0.559 -0.219 -2.877
H 0.667 -0.613 -1.630
H 0.385 1.836 -2.781
H 1.145 1.540 -1.124
H -0.848 3.069 -0.765
H -1.639 2.064 -1.794
C -0.791 -2.820 5.290
C -0.923 -2.216 4.048
C -2.012 -2.516 3.241
C -2.974 -3.412 3.682
C -2.846 -4.014 4.924
C -1.752 -3.721 5.727
H 0.059 -2.589 5.917
H -0.172 -1.512 3.709
H -2.117 -2.050 2.267
H -3.825 -3.639 3.053
H -3.598 -4.711 5.268
H -1.649 -4.193 6.694
C 3.361 1.687 -4.556
C 2.668 0.508 -4.792
C 2.515 0.035 -6.088
C 3.064 0.740 -7.149
C 3.760 1.918 -6.913
C 3.906 2.394 -5.618
H 3.483 2.056 -3.544
H 2.247 -0.051 -3.963
H 1.971 -0.883 -6.271
H 2.951 0.371 -8.159
H 4.190 2.465 -7.741
H 4.448 3.313 -5.437
C 2.657 2.624 4.239
C 3.274 3.805 4.626
C 3.222 4.921 3.802
C 2.547 4.861 2.592
C 1.928 3.681 2.207
C 1.986 2.562 3.028
H 2.699 1.754 4.881
H 3.797 3.856 5.572
H 3.707 5.840 4.103
H 2.504 5.735 1.954
H 1.399 3.635 1.260
H 1.506 1.640 2.721
C 1.975 7.861 5.704
C 1.097 7.601 4.661
C 0.603 8.645 3.892
C 0.992 9.949 4.162
C 1.871 10.209 5.203
C 2.360 9.166 5.976
H 2.358 7.047 6.306
H 0.799 6.582 4.448
H -0.087 8.443 3.082
H 0.609 10.764 3.561
H 2.175 11.226 5.413
H 3.042 9.370 6.791
C -1.074 -5.072 -3.641
C 0.119 -4.626 -3.088
C 0.131 -4.093 -1.807
C -1.048 -4.008 -1.081
C -2.242 -4.452 -1.633
C -2.254 -4.984 -2.915
H -1.084 -5.488 -4.640
H 1.039 -4.698 -3.654
H 1.062 -3.744 -1.376
H -1.037 -3.596 -0.079
H -3.161 -4.385 -1.066
H -3.183 -5.330 -3.349
C -8.390 -1.276 1.609
C -7.054 -0.904 1.625
C -6.065 -1.868 1.499
C -6.411 -3.204 1.351
C -7.747 -3.575 1.332
C -8.737 -2.611 1.465
H -9.163 -0.525 1.711
H -6.785 0.139 1.737
H -5.020 -1.579 1.519
H -5.640 -3.958 1.249
H -8.018 -4.616 1.215
H -9.779 -2.902 1.455
C 4.121 -6.970 -5.621
C 5.473 -6.691 -5.480
C 5.901 -5.378 -5.340
C 4.977 -4.344 -5.336
C 3.625 -4.623 -5.475
C 3.197 -5.936 -5.621
H 3.789 -7.994 -5.733
H 6.194 -7.498 -5.478
H 6.956 -5.162 -5.236
H 5.310 -3.320 -5.225
H 2.903 -3.815 -5.471
H 2.142 -6.154 -5.735
*
```

***

(5)
Formula: C5H16O3
Source: the OMol25 dataset
Level of theory: wB97M-V/def2-TZVPD

Output
Relative energy (zero: lowest compared OMol25 entry of this formula, charge and spin) in kJ/mol: 170.2
Frontier orbital gap (alpha / beta) in eV: 10.747 / 4.058

The geometry in ORCA input format:
```
! RIJCOSX wB97M-V def2-TZVPD def2/J DEFGRID3
* xyz 1 2
C -11.370 -24.188 6.561
C -11.932 -23.250 5.544
C -12.529 -21.913 6.124
O -11.036 -23.061 4.518
H -11.548 -25.242 6.347
H -12.033 -24.166 7.427
H -10.355 -23.963 6.888
H -12.790 -23.817 5.184
H -13.119 -21.359 5.393
H -11.790 -21.207 6.501
H -13.214 -22.186 6.927
H -10.432 -22.370 4.800
C -8.164 -21.517 4.879
O -9.397 -20.894 4.482
H -7.747 -22.150 4.096
H -7.350 -20.873 5.214
H -8.332 -22.088 5.792
H -9.250 -20.285 3.755
C -8.424 -18.001 2.615
O -8.082 -18.164 4.012
H -7.705 -18.463 1.939
H -9.396 -18.409 2.335
H -8.477 -16.965 2.278
H -7.406 -17.545 4.297
*
```

***

(6)
Formula: C26H39F6N4O3PdSSb
Source: the OMol25 dataset
Level of theory: wB97M-V/def2-TZVPD

Output
Frontier orbital gap (alpha / beta) in eV: 8.093 / 7.089

The geometry in ORCA input format:
```
! RIJCOSX wB97M-V def2-TZVPD def2/J DEFGRID3
* xyz 0 3
Pd 0.066 1.390 -0.093
N 6.278 4.746 -4.392
C 5.110 4.208 -3.888
C 4.607 4.640 -2.653
C 3.430 4.121 -2.160
C 2.727 3.174 -2.904
C 3.210 2.743 -4.130
C 4.390 3.263 -4.623
S 1.379 2.351 -2.168
O 0.670 3.302 -1.291
O 0.602 1.701 -3.192
N 2.004 1.286 -1.116
C 2.245 -0.008 -1.640
N 1.518 -1.003 -1.144
C 1.812 -2.227 -1.572
C 2.804 -2.470 -2.502
C 3.486 -1.357 -2.963
N 3.230 -0.129 -2.530
H 6.904 5.187 -3.742
H 6.728 4.253 -5.143
H 5.150 5.388 -2.087
H 3.039 4.450 -1.205
H 2.654 2.005 -4.692
H 4.768 2.932 -5.583
H 1.219 -3.034 -1.152
H 3.033 -3.468 -2.846
H 4.274 -1.448 -3.704
C 4.470 1.090 3.467
C 3.743 0.985 2.127
C 4.089 2.205 1.275
C 4.194 -0.290 1.412
Sb 1.543 0.854 2.215
C 1.057 -0.879 3.464
C 1.024 -2.044 2.469
C 2.083 -1.131 4.560
C -0.321 -0.702 4.086
C 0.897 2.716 3.216
C 1.825 3.145 4.347
C 0.884 3.794 2.126
C -0.527 2.551 3.749
H 5.544 1.168 3.252
H 4.333 0.218 4.099
H 4.191 1.970 4.037
H 5.172 2.211 1.100
H 3.837 3.137 1.786
H 3.588 2.193 0.305
H 5.277 -0.243 1.240
H 3.712 -0.413 0.440
H 3.997 -1.183 2.009
H 1.981 -2.192 1.965
H 0.260 -1.880 1.706
H 0.780 -2.969 3.006
H 3.041 -1.463 4.159
H 1.703 -1.935 5.204
H 2.249 -0.256 5.191
H -1.050 -0.333 3.375
H -0.290 -0.031 4.944
H -0.661 -1.680 4.447
H 2.793 3.478 3.976
H 1.985 2.356 5.086
H 1.368 3.996 4.868
H 1.787 3.809 1.515
H 0.789 4.776 2.605
H 0.032 3.679 1.455
H -0.550 1.995 4.684
H -1.187 2.057 3.032
H -0.936 3.549 3.949
C -2.234 -1.148 -0.510
C -2.468 -0.008 0.475
O -1.305 0.368 1.126
C -3.473 -0.482 1.544
F -4.579 -1.025 1.012
F -3.853 0.519 2.350
F -2.920 -1.432 2.317
C -3.094 1.219 -0.270
F -4.429 1.180 -0.331
F -2.637 1.283 -1.536
F -2.756 2.380 0.313
H -1.949 -2.037 0.051
H -1.414 -0.875 -1.170
H -3.120 -1.368 -1.106
*
```

***

(7)
Formula: C16H18F5N6O7P2S2V
Source: the OMol25 dataset
Level of theory: wB97M-V/def2-TZVPD

Output
Relative energy (zero: lowest compared OMol25 entry of this formula, charge and spin) in kJ/mol: 136.2
Frontier orbital gap (alpha / beta) in eV: 6.805 / 7.390

The geometry in ORCA input format:
```
! RIJCOSX wB97M-V def2-TZVPD def2/J DEFGRID3
* xyz -1 4
V -0.103 -0.601 -0.031
F 2.534 0.993 6.496
C 2.062 1.157 5.249
C 2.283 0.195 4.279
F 2.981 -0.902 4.598
C 1.799 0.372 2.995
F 2.076 -0.573 2.104
C 1.056 1.498 2.620
S 0.372 1.689 1.033
C 0.892 2.459 3.619
F 0.231 3.603 3.357
C 1.368 2.301 4.907
F 1.150 3.252 5.834
N 0.764 -2.614 -3.663
C 1.527 -2.577 -2.386
C 2.789 -3.435 -2.432
P 1.971 -0.822 -2.011
O 2.775 -0.417 -3.372
O 2.878 -0.758 -0.845
O 0.677 -0.040 -1.971
P 0.409 -3.119 -1.028
O 0.162 -4.649 -1.522
O 1.088 -3.017 0.291
O -0.869 -2.325 -1.136
H 1.364 -2.271 -4.410
H -0.517 -1.787 -3.722
H 0.531 -3.581 -3.878
H 3.470 -3.069 -3.205
H 2.537 -4.476 -2.644
H 3.296 -3.385 -1.469
H 3.637 -0.081 -3.103
H -0.400 -5.116 -0.892
S -1.016 -1.507 2.217
C -2.006 -0.228 2.747
N -1.935 0.195 4.022
C -2.516 1.442 4.510
C -2.861 2.344 3.338
C -3.645 1.541 2.315
N -2.882 0.364 1.935
H -1.186 -0.230 4.545
H -1.786 1.923 5.161
H -3.410 1.230 5.107
H -1.945 2.705 2.870
H -3.439 3.201 3.684
H -3.834 2.122 1.413
H -4.615 1.239 2.726
H -2.735 0.182 0.949
N -2.098 2.643 -1.041
C -1.991 1.371 -1.497
O -1.908 0.432 -0.681
C -1.992 1.145 -2.921
C -1.686 -0.115 -3.360
N -1.467 -1.194 -3.746
C -2.061 2.223 -3.839
N -2.162 3.131 -4.543
H -1.705 2.772 -0.113
H -1.954 3.395 -1.696
*
```

***

(8)
Formula: C5H7NO
Source: the OMol25 dataset
Level of theory: wB97M-V/def2-TZVPD

Output
Relative energy (zero: lowest compared OMol25 entry of this formula, charge and spin) in kJ/mol: 380.8
Frontier orbital gap in eV: 9.950

The geometry in ORCA input format:
```
! RIJCOSX wB97M-V def2-TZVPD def2/J DEFGRID3
* xyz 0 1
C -0.916 -1.049 0.241
C -1.114 0.408 -0.354
O -0.508 1.551 0.285
C 0.801 1.080 -0.094
C 1.113 -0.141 0.778
N 0.486 -1.076 -0.229
C 0.201 0.113 -1.115
H -0.913 -1.377 1.287
H -1.595 -1.710 -0.306
H -2.101 0.654 -0.750
H 1.555 1.853 -0.252
H 2.129 -0.419 1.040
H 0.523 -0.032 1.699
H 0.346 0.116 -2.197
*
```